No. 1
This record from OMol25 describes a molecular structure, C23H14Br2CuF5N2OS2 in a non-equilibrium geometry. The level of theory is ωB97M-V with the def2-TZVPD basis set.

```
50
Properties=species:S:1:pos:R:3:forces:R:3:nbo_charge:R:1
Cu 0.24051 0.12729 0.36028 0.2 0.2 0.5 0.83
Br 6.82599 1.29091 0.40973 0.2 0.0 0.0 0.15
C 5.01143 0.86968 0.27690 0.2 0.1 0.0 -0.04
C 4.60085 -0.44380 0.32192 -0.1 -0.4 0.0 -0.26
C 3.24488 -0.68682 0.23313 -0.2 -0.1 0.0 0.07
N 2.33157 0.27651 0.10670 0.1 0.0 0.1 -0.56
C 2.74110 1.54978 0.06427 -0.3 0.2 -0.1 0.27
C 4.08357 1.88075 0.14314 -0.1 0.3 -0.1 -0.27
C 1.66437 2.59800 -0.05953 0.1 -0.4 0.0 0.16
C 1.96147 3.94992 -0.07005 0.4 -0.1 0.0 -0.25
C 0.92916 4.85910 -0.14828 0.1 0.3 0.0 -0.04
Br 1.30541 6.68931 -0.14016 0.0 0.2 0.0 0.15
C -0.37100 4.41729 -0.23528 -0.4 -0.1 0.0 -0.27
C -0.58517 3.05232 -0.23873 0.1 -0.2 0.0 0.09
N 0.40111 2.15195 -0.14300 0.0 0.3 -0.2 -0.54
H 5.30951 -1.25464 0.42600 -0.1 0.0 0.0 0.25
H 2.86475 -1.70487 0.27899 0.0 0.1 0.0 0.20
H 4.41965 2.90629 0.09875 0.0 -0.1 0.0 0.24
H 2.97957 4.30735 -0.01586 -0.1 0.0 0.0 0.24
H -1.20090 5.10985 -0.29948 0.1 -0.1 0.0 0.25
H -1.58991 2.66062 -0.33251 0.0 -0.1 0.1 0.22
F -6.16085 -0.24302 3.10086 -0.8 -0.1 0.1 -0.25
C -4.87326 -0.13934 2.95709 0.2 0.0 -0.1 0.35
C -4.33354 -0.05696 1.68057 -0.3 0.0 0.3 0.29
F -5.13481 -0.07948 0.62813 -0.1 0.0 -0.1 -0.28
C -2.98615 0.05581 1.52841 0.1 0.0 0.6 0.37
F -2.56062 0.16573 0.29959 0.7 0.3 -1.0 -0.28
C -2.10408 0.08807 2.63358 0.2 0.0 0.2 -0.35
S -0.40318 0.17588 2.55295 -0.4 -0.1 -0.3 0.07
C -2.70607 0.01208 3.91139 0.1 0.0 -0.3 0.39
F -1.96058 0.04110 4.98997 0.3 0.0 0.3 -0.26
C -4.05907 -0.10343 4.07349 -0.1 0.0 0.1 0.25
F -4.59444 -0.17889 5.27822 -0.1 0.0 0.2 -0.26
C 0.27544 -4.10472 0.14228 0.1 -0.3 0.0 -0.81
S -0.18225 -2.38473 0.07873 -0.9 0.1 0.1 1.23
O -1.57061 -2.29882 0.64868 0.8 -0.2 -0.3 -0.98
C -0.30525 -2.22557 -1.69711 -0.1 0.0 -0.2 -0.31
C 0.84213 -2.23310 -2.48954 0.0 0.0 0.1 -0.17
C 0.71418 -2.06360 -3.85967 0.0 0.0 0.0 -0.21
C -0.54646 -1.87650 -4.42171 0.0 0.0 0.0 -0.19
C -1.68031 -1.86856 -3.61925 0.0 0.0 0.0 -0.19
C -1.56599 -2.04198 -2.24238 -0.1 0.0 -0.1 -0.21
H -0.55025 -4.65366 -0.32163 0.2 0.0 0.1 0.26
H 0.38041 -4.36719 1.19710 0.0 0.0 -0.1 0.25
H 1.21400 -4.26111 -0.40070 -0.2 0.0 0.1 0.24
H 1.82613 -2.37831 -2.04605 -0.1 0.0 -0.1 0.21
H 1.59712 -2.07771 -4.49095 -0.1 0.0 0.1 0.23
H -0.64141 -1.73598 -5.49370 0.0 0.0 0.1 0.23
H -2.66153 -1.73077 -4.06453 0.1 0.0 0.1 0.23
H -2.43662 -2.04203 -1.59078 0.2 0.0 -0.1 0.25
```
Positions in Å, forces in eV/Å.

* frontier orbital gap (spin up / spin down): 8.04 / 5.87 eV
* HOMO level (spin up / spin down): -11.4490 / -11.3570 eV
* maximum force: 1.3 eV/Å
* multiplicity: 2
* energy above the lowest of the compared OMol25 structures with the same formula, charge and spin: 38.32 kcal per mole
* net charge: +1
* E: -249081.3173 eV

No. 2
This record from OMol25 describes a molecular structure, C23H14CdIN7O5SSe in a non-equilibrium geometry. The level of theory is ωB97M-V with the def2-TZVPD basis set.

```
53
Properties=species:S:1:pos:R:3:forces:R:3:nbo_charge:R:1
Cd 1.03825 -0.49734 0.53729 0.2 -0.1 -0.3 1.66
C -3.98317 -2.62263 -1.16059 0.0 0.0 0.1 -0.66
C -3.29964 -1.66598 -2.05599 -0.4 0.0 -0.3 0.35
N -3.78972 -1.21919 -3.16928 -0.7 -0.4 0.1 -0.30
N -2.84907 -0.36861 -3.65576 0.5 -0.3 0.8 -0.40
C -1.75886 -0.28130 -2.84916 0.1 0.3 -0.2 0.21
S -0.42019 0.62305 -3.10006 0.5 0.4 -0.2 -0.23
N -2.06497 -1.12617 -1.79892 -0.4 0.2 -0.6 -0.25
N -1.24289 -1.35720 -0.71914 0.0 -0.3 0.4 -0.66
H -4.95317 -2.86674 -1.58375 0.0 0.0 0.0 0.24
H -4.12067 -2.18762 -0.17191 0.0 0.0 0.1 0.24
H -3.40052 -3.53599 -1.04988 0.0 0.0 0.1 0.24
H -2.96961 0.11660 -4.52630 0.1 0.0 0.1 0.42
H -0.90504 -2.31814 -0.67355 0.1 0.2 -0.2 0.40
H -1.66019 -1.10731 0.17635 -0.1 0.1 -0.2 0.40
O 0.56697 -5.73388 3.86928 0.0 0.8 -0.6 -0.57
C 0.52572 -4.73978 3.14816 0.0 -1.2 0.8 0.36
C 1.06277 -4.64085 1.75525 0.3 -0.7 -0.8 0.34
O 1.52990 -5.56739 1.08438 -0.2 0.6 0.5 -0.61
C 0.85407 -3.25971 1.34012 -0.1 0.1 0.2 0.22
C 0.09302 -2.56301 2.33579 -0.2 0.1 -0.3 0.31
O -0.35438 -1.38108 2.15503 0.2 -0.4 0.2 -0.83
C -0.11254 -3.43103 3.49356 -0.7 0.4 0.9 0.32
O -0.72616 -3.17555 4.53413 0.5 -0.2 -0.8 -0.60
O 1.20965 -2.71862 0.23584 0.0 0.0 0.4 -0.83
N -2.87028 8.17117 3.40148 0.0 0.1 0.0 -0.38
C -2.45902 7.20013 2.93890 -0.4 0.9 0.4 0.31
C -1.97119 6.01105 2.37683 0.4 -1.1 -0.5 -0.25
C -1.52782 5.97899 1.04840 -0.1 0.2 0.2 -0.15
C -1.02588 4.81719 0.51170 0.0 -0.2 0.0 -0.24
C -0.94073 3.65180 1.28889 -0.2 0.2 0.2 0.03
C -1.44182 3.67652 2.60172 0.0 0.0 -0.1 -0.24
C -1.94182 4.83533 3.13988 -0.1 0.3 0.0 -0.14
C -0.35969 2.46153 0.81082 0.1 -0.3 -0.4 -0.17
C 0.16948 1.42566 0.45042 -0.2 0.6 0.1 -0.51
H -1.58927 6.87675 0.44759 0.0 0.0 0.0 0.21
H -0.69319 4.79325 -0.51753 0.1 -0.1 0.0 0.22
H -1.42204 2.76445 3.18201 0.1 0.0 0.0 0.24
H -2.32031 4.84657 4.15292 0.0 0.0 0.0 0.21
Se 5.35218 1.34404 2.60446 1.4 0.8 0.7 -0.35
C 3.94742 0.55228 1.95239 -1.1 -0.7 -0.7 0.12
N 3.03720 0.01575 1.46970 -0.1 -0.2 0.0 -0.70
I 0.85290 -3.10494 -2.88835 0.1 -0.1 -0.3 0.14
C 2.49543 -1.81430 -2.67450 -0.3 -0.3 -0.2 0.13
C 3.57359 -2.01162 -3.52532 0.1 0.0 -0.1 -0.29
C 4.64124 -1.13989 -3.40752 -0.1 0.0 0.1 -0.17
C 4.57622 -0.12505 -2.46452 0.0 0.0 0.0 -0.26
C 3.43629 -0.01843 -1.68001 0.5 0.3 -0.1 0.07
N 2.41626 -0.85849 -1.78412 -0.3 -0.1 0.3 -0.48
H 3.56728 -2.80988 -4.25529 0.0 0.0 0.1 0.22
H 5.50790 -1.25415 -4.04709 0.0 0.0 0.0 0.21
H 5.39133 0.57181 -2.34046 0.0 0.1 0.1 0.22
H 3.32878 0.76797 -0.94428 0.1 0.0 0.0 0.23
```
Positions in Å, forces in eV/Å.

* frontier orbital gap: 5.74 eV
* HOMO level: -2.0754 eV
* maximum force: 1.8 eV/Å
* energy above the lowest of the compared OMol25 structures with the same formula, charge and spin: 22.95 kcal per mole
* net charge: -2
* E: -133593.0576 eV

No. 3
This record from OMol25 describes a molecular structure, C23H14Cl5NO3S2SbSe4W in a non-equilibrium geometry. The level of theory is ωB97M-V with the def2-TZVPD basis set.

```
54
Properties=species:S:1:pos:R:3:forces:R:3:nbo_charge:R:1
W 1.48622 -0.02192 0.80246 -0.1 -0.4 -0.4 1.25
Cl 5.91232 -0.72102 4.93028 0.0 0.0 0.0 0.05
C 5.16188 -0.39867 3.41218 0.1 0.0 -0.1 -0.11
C 3.80510 -0.70279 3.22718 0.0 -0.4 0.0 -0.03
Cl 2.85868 -1.35466 4.51227 0.0 0.0 0.0 0.05
C 3.25136 -0.53299 1.97798 -0.1 0.9 0.4 -0.32
Cl 1.09840 1.15037 2.80479 -0.1 -0.2 -0.3 -0.26
C 4.02982 0.05496 1.02146 0.0 0.1 -1.3 0.32
O 3.24557 0.27258 -0.08198 -0.4 -0.1 0.3 -0.69
C 5.34629 0.43822 1.12677 0.0 -0.2 0.8 -0.15
Cl 6.15739 1.22268 -0.16118 0.0 0.0 0.0 0.05
C 5.92487 0.16533 2.37277 -0.1 0.0 0.1 -0.05
Cl 7.58346 0.53860 2.62382 0.0 0.0 0.0 0.06
O 1.04257 -0.17323 -1.27111 0.3 0.1 0.3 -0.56
N 1.58151 0.74326 -2.09078 0.0 0.0 0.0 0.00
C 2.01633 0.31043 -3.28747 0.0 0.0 0.0 0.06
C 2.51616 1.20095 -4.19645 0.0 0.0 0.0 -0.26
C 2.57604 2.55282 -3.84692 0.0 0.0 0.0 -0.14
C 2.14358 2.96061 -2.60832 0.0 0.0 0.0 -0.23
C 1.63806 2.02958 -1.69500 0.0 0.1 0.0 0.06
S 1.11886 2.38946 -0.10155 0.1 -0.3 0.2 -0.04
H 1.92862 -0.75538 -3.43301 0.0 0.0 0.0 0.25
H 2.86269 0.84267 -5.15364 0.0 0.0 0.0 0.24
H 2.97884 3.27595 -4.54293 0.0 0.0 0.0 0.23
H 2.20182 3.99349 -2.29838 0.0 0.0 0.0 0.24
O -0.76367 0.02640 0.85957 0.3 -0.1 0.1 -0.96
S -1.82934 1.06827 0.55030 0.1 0.1 0.0 1.32
C -3.15526 0.61006 1.63890 0.0 0.0 0.0 -0.28
C -3.46561 -0.72891 1.83715 0.0 0.0 0.0 -0.13
C -4.47903 -1.05102 2.72062 0.0 0.0 0.0 -0.21
C -5.16977 -0.04307 3.38776 0.0 0.0 0.0 -0.18
C -4.84667 1.28863 3.18237 0.0 0.0 0.0 -0.20
C -3.82258 1.62328 2.30545 0.0 0.0 0.0 -0.20
C -2.49212 0.50019 -1.00741 0.0 0.0 0.0 -0.26
C -3.38054 1.32233 -1.68445 0.0 0.0 0.0 -0.20
C -3.91080 0.88796 -2.88857 0.0 0.0 0.0 -0.21
C -3.53962 -0.34816 -3.40293 0.0 0.0 0.0 -0.21
C -2.63540 -1.14960 -2.72017 0.0 0.0 0.0 -0.14
C -2.09828 -0.72818 -1.51179 0.0 0.0 0.0 -0.22
H -2.90860 -1.49888 1.31746 0.0 0.0 0.0 0.23
H -4.73236 -2.08810 2.89487 0.0 0.0 0.0 0.23
H -5.95927 -0.30427 4.08011 0.0 0.0 0.0 0.22
H -5.37840 2.06726 3.71226 0.0 0.0 0.0 0.22
H -3.54148 2.65760 2.14990 0.0 0.0 0.0 0.23
H -3.65526 2.28885 -1.27771 0.0 0.0 0.0 0.22
H -4.60660 1.51581 -3.42891 0.0 0.0 0.0 0.22
H -3.95400 -0.68472 -4.34432 0.0 0.0 0.0 0.22
H -2.34030 -2.10864 -3.12524 0.0 0.0 0.0 0.22
H -1.37479 -1.33235 -0.97946 0.0 0.0 0.0 0.26
Se 2.24213 -5.26379 -1.48266 0.1 -0.1 -0.1 -0.51
Sb 0.84024 -5.09962 0.38543 -0.2 -0.3 -0.3 1.01
Se 1.05911 -2.28244 0.76393 0.1 1.0 0.5 -0.05
Se 0.88978 -5.69584 2.63592 0.0 -0.1 0.1 -0.47
Se -1.45795 -4.93032 -0.61161 0.1 0.0 0.1 -0.19
```
Positions in Å, forces in eV/Å.

* frontier orbital gap (spin up / spin down): 6.47 / 5.61 eV
* HOMO level (spin up / spin down): -8.2487 / -8.2399 eV
* maximum force: 1.3 eV/Å
* multiplicity: 2
* energy above the lowest of the compared OMol25 structures with the same formula, charge and spin: 66.31 kcal per mole
* E: -385741.0260 eV